<w>
C3H8N | ωB97M-V with the def2-TZVPD basis set

Bonds (Å) are listed after each position.
Geometry (Å):
1 C 0.514 -0.705 1.737  C2 1.371, H3 1.089, H4 1.099
2 C 0.129 -2.021 1.726  C1 1.371, H5 1.158, H6 1.107
3 H 0.573 -0.048 2.604  C1 1.089
4 H 0.578 -0.158 0.786  C1 1.099
5 H -0.225 -2.543 2.698  C2 1.158
6 H 0.086 -2.680 0.837  C2 1.107
7 C -0.082 0.985 -1.232  N8 1.295, H9 1.072, H10 1.070
8 N -0.370 1.772 -2.219  C7 1.295, H11 1.004, H12 1.042
9 H 0.339 0.017 -1.416  C7 1.072
10 H -0.365 1.322 -0.257  C7 1.070
11 H -0.867 2.631 -2.064  N8 1.004
12 H -0.310 1.427 -3.201  N8 1.042

Charge: +1
LUMO: -6.21 eV
HOMO energy: -13.274 eV

<x>
C3H8N | ωB97M-V with the def2-TZVPD basis set

Bonds (Å) are listed after each position.
Geometry (Å):
1 C 1.111 -0.735 -0.200  C2 1.485, N4 1.440, H5 1.007, H6 1.093
2 C 0.143 -0.079 0.714  C1 1.485, N4 1.480, H7 1.076
3 C -1.903 0.081 -0.084  H8 1.108, H9 1.135, H10 1.139
4 N 1.103 0.701 -0.099  C1 1.440, C2 1.480, H11 1.079, H12 1.047
5 H 1.927 -1.200 0.163  C1 1.007
6 H 0.949 -1.138 -1.203  C1 1.093
7 H 0.390 -0.091 1.761  C2 1.076
8 H -1.486 0.005 -1.108  C3 1.108
9 H -2.612 0.850 0.358  C3 1.135
10 H -2.242 -0.916 0.349  C3 1.139
11 H 1.914 1.310 0.270  N4 1.079
12 H 0.706 1.212 -0.922  N4 1.047

Charge: +1
LUMO: -3.98 eV
HOMO energy: -15.324 eV

<y>
C3H8N | ωB97M-V with the def2-TZVPD basis set

Bonds (Å) are listed after each position.
Geometry (Å):
1 C 0.881 0.871 -0.776  C2 1.317, H5 1.091, H6 1.079
2 C 0.106 0.123 -0.019  C1 1.317, C3 1.495, N4 1.513
3 C -0.537 0.557 1.259  C2 1.495, H7 1.088, H8 1.091, H9 1.095
4 N -0.272 -1.260 -0.502  C2 1.513, H10 1.025, H11 1.023, H12 1.026
5 H 0.971 0.609 -1.831  C1 1.091
6 H 1.151 1.889 -0.544  C1 1.079
7 H -0.197 1.569 1.468  C3 1.088
8 H -0.321 0.042 2.196  C3 1.091
9 H -1.626 0.581 1.142  C3 1.095
10 H -0.916 -1.684 0.175  N4 1.025
11 H -0.561 -1.367 -1.478  N4 1.023
12 H 0.586 -1.797 -0.336  N4 1.026

Charge: +1
LUMO: -3.89 eV
Structure (SMILES): C=C(C)[NH3+]
HOMO energy: -15.193 eV

Verdict on stability: <y> comes out on top.

<w>
ClHN2O | ωB97M-V with the def2-TZVPD basis set

Bonds (Å) are listed after each position.
Geometry (Å):
1 N 0.469 -0.869 -0.282  N2 1.230
2 N 0.442 0.344 -0.078  N1 1.230, O3 1.220, H5 1.056
3 O 1.292 1.177 -0.348  N2 1.220
4 Cl -1.781 -1.356 0.299  no bonds
5 H -0.422 0.704 0.410  N2 1.056

Charge: 0
LUMO (alpha / beta): -2.62 / -3.48 eV
HOMO energy (alpha / beta): -11.361 / -11.420 eV

<x>
ClHN2O | ωB97M-V with the def2-TZVPD basis set

Bonds (Å) are listed after each position.
Geometry (Å):
1 N 0.878 0.079 -0.354  N2 1.180, Cl4 1.816
2 N 0.215 0.297 0.598  N1 1.180, O3 1.195
3 O 0.258 0.735 1.708  N2 1.195
4 Cl 0.268 -0.777 -1.835  N1 1.816
5 H -1.619 -0.334 -0.117  no bonds

Charge: 0
LUMO (alpha / beta): -1.90 / -1.40 eV
HOMO energy (alpha / beta): -10.617 / -9.788 eV

<y>
ClHN2O | ωB97M-V with the def2-TZVPD basis set

Bonds (Å) are listed after each position.
Geometry (Å):
1 N 0.926 0.259 -0.002  N2 1.102
2 N 1.036 1.354 0.046  N1 1.102, O3 1.171
3 O 1.036 2.524 0.010  N2 1.171
4 Cl -1.128 -1.391 0.010  H5 1.547
5 H -1.871 -2.746 -0.064  Cl4 1.547

Charge: 0
LUMO: 0.00 eV
Structure (SMILES): N#[N+][O-].Cl
HOMO energy: -11.502 eV

Verdict on stability: <y> comes out on top.